1.
The following is a quantum chemistry calculation of a structure of composition H4O3SSi at a distorted geometry, from the Open Molecules 2025 dataset.

The calculation puts the total energy at -915.8945 a.u. The LUMO energy comes out at 0.172 eV. For the gap between HOMO and LUMO, the calculation gives 10.01 eV. As for the largest force on an atom: 5.87 eV Å⁻¹. For the relative energy (zero: lowest compared OMol25 entry of this formula, charge and spin), the calculation gives 49.4 kcal per mole. For the HOMO energy, the calculation gives -9.8 eV.

```
9
Properties=species:S:1:pos:R:3:forces:R:3:nbo_charge:R:1
O -0.29703 1.63795 -0.82552 -3.557 0.194 2.506 -1.09
O 0.43714 0.41224 1.62571 -1.885 2.250 -0.707 -1.11
O 1.46810 -0.77799 -0.70438 -2.180 3.127 4.461 -1.11
Si -0.23674 0.40023 0.15976 3.241 -4.207 -1.368 2.09
S -2.10607 -0.57589 -0.10056 0.409 0.363 0.159 -0.43
H 0.39692 1.80749 -1.36313 3.553 0.900 -2.584 0.52
H 0.96372 -0.27755 1.94649 1.279 -1.592 0.382 0.53
H 1.24622 -1.08143 -1.53369 -0.945 -1.090 -2.923 0.44
H -1.87226 -1.54504 0.79531 0.085 0.054 0.073 0.17
```
Forces are in eV/Å.


2.
The following is a quantum chemistry calculation of the molecule C23H24N2O5 at a distorted geometry, from the Open Molecules 2025 dataset.

The calculation puts the total energy at -1376.5071 a.u. The LUMO energy comes out at 0.467 eV. For the gap between HOMO and LUMO, the calculation gives 8.83 eV. As for the largest force on an atom: 1.13 eV Å⁻¹. For the relative energy (zero: lowest compared OMol25 entry of this formula, charge and spin), the calculation gives 84.7 kcal per mole. For the HOMO energy, the calculation gives -8.4 eV. As for the SMILES: CC(=O)c1ccc(OCc2cc(C(=O)N(C)CCOc3ccc(C)cc3)no2)cc1.

```
54
Properties=species:S:1:pos:R:3:forces:R:3:nbo_charge:R:1
C 7.40878 2.14873 0.27723 -0.010 0.082 0.321 -0.72
C 6.37765 1.21006 0.85664 0.232 0.226 -0.010 0.58
O 6.11238 1.21324 2.03900 0.001 0.010 -0.033 -0.54
C 5.70529 0.28277 -0.08450 -0.398 -0.398 -0.008 -0.20
C 4.69943 -0.54185 0.41754 0.225 0.187 -0.039 -0.13
C 4.02707 -1.43775 -0.38863 -0.129 -0.246 -0.137 -0.26
C 4.35999 -1.53053 -1.73638 0.331 0.275 0.100 0.31
C 5.36436 -0.70719 -2.25102 -0.236 -0.247 -0.139 -0.25
C 6.02554 0.18695 -1.44031 -0.073 0.008 0.251 -0.16
H 6.79621 0.80641 -1.87051 0.085 0.074 -0.038 0.22
H 5.60527 -0.79420 -3.29878 0.039 -0.004 -0.121 0.23
O 3.78930 -2.38394 -2.63373 0.010 0.224 -0.051 -0.48
C 2.77043 -3.24900 -2.20459 -0.192 -0.457 0.129 -0.11
C 1.50287 -2.53076 -1.86804 -0.240 1.039 -0.338 0.28
C 1.06882 -1.26305 -2.11909 0.145 -0.698 0.135 -0.31
C -0.23706 -1.23306 -1.55634 0.865 -0.727 -0.063 0.05
N -0.52060 -2.39409 -1.01940 -0.819 0.437 0.284 -0.12
O 0.54778 -3.20295 -1.20305 0.691 -0.233 -0.167 -0.26
C -1.07049 0.00065 -1.56519 -0.430 0.216 0.051 0.65
O -0.50582 1.07520 -1.71617 0.279 -0.076 -0.009 -0.62
N -2.40937 -0.09404 -1.45182 -0.072 0.192 0.013 -0.40
C -3.18049 -1.29312 -1.22951 -0.165 -0.457 0.063 -0.43
H -3.84901 -1.13102 -0.38400 0.037 -0.092 -0.059 0.22
H -2.52247 -2.12920 -1.01522 -0.281 0.061 -0.037 0.25
H -3.78434 -1.51291 -2.11479 -0.019 -0.036 0.022 0.19
C -3.16969 1.13646 -1.53011 0.047 0.407 0.330 -0.24
C -3.49088 1.71896 -0.15148 0.221 0.204 -0.343 -0.07
O -4.52964 0.95663 0.42585 -0.186 -0.109 0.110 -0.51
C -5.02903 1.33690 1.64009 -0.080 -0.016 0.119 0.28
C -6.08588 0.56796 2.12831 0.109 0.010 -0.136 -0.24
C -6.66517 0.87011 3.34095 0.116 0.058 -0.086 -0.19
C -6.21373 1.94293 4.10476 0.076 0.122 0.045 -0.05
C -5.16164 2.69713 3.61256 -0.185 -0.113 0.102 -0.21
C -4.56721 2.40619 2.39441 0.195 -0.071 -0.363 -0.25
H -3.74845 3.01877 2.05121 0.077 0.033 -0.063 0.21
H -4.78961 3.53401 4.18626 0.024 0.076 0.065 0.21
C -6.85627 2.25828 5.42185 -0.012 -0.053 -0.021 -0.62
H -7.92425 2.42962 5.29305 -0.071 0.044 0.073 0.22
H -6.73464 1.42456 6.11267 -0.022 0.000 0.111 0.22
H -6.41343 3.14477 5.86839 -0.010 0.053 0.077 0.21
H -7.48377 0.26597 3.70477 -0.094 -0.078 0.027 0.21
H -6.43670 -0.26191 1.53467 -0.042 -0.096 -0.077 0.22
H -2.59018 1.69007 0.47508 -0.085 0.052 -0.040 0.19
H -3.80943 2.76327 -0.27001 0.027 -0.073 0.050 0.18
H -2.56825 1.86391 -2.08008 -0.184 -0.077 0.053 0.25
H -4.10329 0.93971 -2.06179 0.037 0.012 -0.014 0.21
H 1.57131 -0.46022 -2.61331 0.161 0.164 -0.090 0.26
H 2.59290 -3.91980 -3.05351 0.038 0.068 0.211 0.22
H 3.08780 -3.86038 -1.34801 -0.017 0.074 -0.111 0.20
H 3.24987 -2.04925 0.04190 -0.071 -0.057 0.019 0.22
H 4.45195 -0.46238 1.46555 -0.016 0.003 0.067 0.24
H 6.96203 2.76396 -0.50031 0.011 0.042 -0.129 0.23
H 8.23010 1.58038 -0.15381 0.077 -0.022 -0.111 0.23
H 7.79317 2.78816 1.06773 -0.014 -0.018 0.007 0.24
```
Forces are in eV/Å.


3.
The following is a quantum chemistry calculation of the molecule C5H6N2O2 at a distorted geometry, from the Open Molecules 2025 dataset.

The calculation puts the total energy at -454.0156 a.u. The LUMO energy comes out at 0.901 eV. For the gap between HOMO and LUMO, the calculation gives 10.32 eV. As for the largest force on an atom: 5.04 eV Å⁻¹. For the relative energy (zero: lowest compared OMol25 entry of this formula, charge and spin), the calculation gives 74.4 kcal per mole. For the HOMO energy, the calculation gives -9.4 eV. As for the SMILES: C=C(C)Oc1ncon1.

```
15
Properties=species:S:1:pos:R:3:forces:R:3:nbo_charge:R:1
C -0.96549 -1.48434 0.63038 2.192 -0.445 -3.197 -0.68
C 0.39556 -0.81306 0.83498 1.660 -4.001 2.584 0.32
C 1.54601 -1.42952 1.32984 -2.071 2.949 -0.758 -0.45
C 0.08730 1.22924 -0.22153 -0.241 3.308 -0.696 0.56
C -0.44048 1.91975 -2.11228 1.046 0.133 -0.397 0.33
H -1.72442 -1.12690 1.26227 -0.863 0.821 0.732 0.23
H -0.90762 -2.56105 0.71097 0.190 -0.231 0.203 0.22
H -1.16011 -1.29282 -0.47843 -0.467 -0.140 1.440 0.23
H 2.44698 -0.90030 1.69577 -0.803 0.106 -0.688 0.21
H 1.56318 -2.44845 1.57984 -0.334 -1.313 -0.178 0.20
H -0.70972 1.99526 -3.20025 0.352 0.363 1.532 0.22
N -0.08020 0.82833 -1.50922 -0.968 -0.618 0.117 -0.52
N -0.00627 2.56942 -0.09643 0.723 -2.694 2.549 -0.17
O 0.27029 0.51963 0.86545 0.920 1.519 0.239 -0.46
O -0.31501 2.99480 -1.29136 -1.334 0.242 -3.481 -0.25
```
Forces are in eV/Å.


4.
The following is a quantum chemistry calculation of a structure of composition C21H23FeN4O6Si, from the Open Molecules 2025 dataset.

The calculation puts the total energy at -3037.6136 a.u. The LUMO energy (alpha / beta) comes out at -0.715 / -0.721 eV. For the gap between HOMO and LUMO (alpha / beta), the calculation gives 7.38 / 7.41 eV. Its spin multiplicity is 2. The expectation value of S² is 0.77. As for the largest force on an atom: 0.57 eV Å⁻¹. For the relative energy (zero: lowest compared OMol25 entry of this formula, charge and spin), the calculation gives 3.6 kcal per mole. For the HOMO energy (alpha / beta), the calculation gives -8.1 / -8.1 eV.

```
56
Properties=species:S:1:pos:R:3:forces:R:3:nbo_charge:R:1
Fe 0.98517 1.28327 0.37091 0.124 0.037 0.225 1.00
C 2.61335 1.25234 1.76872 0.127 -0.269 0.015 -0.22
C 1.58159 2.05017 2.29204 -0.236 0.269 0.067 -0.29
C 1.38258 3.14107 1.39983 0.126 -0.137 -0.092 -0.24
C 2.27210 2.98583 0.31270 -0.099 -0.076 0.161 -0.25
C 3.03615 1.80195 0.54145 0.048 0.095 -0.096 -0.30
H 2.96789 0.33208 2.20475 -0.015 -0.028 -0.053 0.25
H 1.04100 1.86248 3.20458 -0.023 0.014 -0.007 0.25
H 0.63654 3.91352 1.49547 0.005 -0.021 -0.005 0.25
H 2.31616 3.61522 -0.56090 0.027 0.017 0.012 0.25
H 3.80332 1.39545 -0.09576 -0.002 0.052 -0.046 0.25
C 2.44875 0.46606 -2.85144 0.057 -0.024 0.039 -0.65
C 1.04754 0.98105 -2.73338 0.099 0.188 -0.161 0.28
C 0.20531 1.07367 -3.82342 -0.002 -0.025 0.015 -0.31
C -1.10277 1.52613 -3.63461 0.014 0.000 0.046 -0.11
C -1.57073 1.83991 -2.38004 -0.087 0.053 -0.111 -0.31
C -0.67975 1.70359 -1.30910 0.051 -0.109 0.354 0.45
N 0.61651 1.38238 -1.53607 -0.325 -0.464 0.070 -0.49
N -0.85631 1.77327 0.03224 0.105 0.297 -0.480 -1.00
Si -2.20551 2.49616 0.84970 -0.213 -0.153 0.116 1.81
C -1.93842 2.34010 2.69304 0.086 0.009 -0.029 -1.12
C -3.80915 1.60675 0.45110 0.035 0.090 0.044 -1.12
C -2.39691 4.29673 0.35756 0.077 0.002 -0.075 -1.13
H 2.47499 -0.40630 -3.50318 -0.001 0.021 -0.029 0.23
H 2.83628 0.17509 -1.87632 -0.030 0.007 -0.010 0.22
H 3.10838 1.22290 -3.28081 0.011 0.005 0.027 0.23
H 0.55688 0.77467 -4.80053 -0.007 -0.014 0.001 0.22
H -1.76843 1.59281 -4.48621 -0.007 0.014 0.008 0.22
H -2.59928 2.12117 -2.21159 -0.008 0.009 -0.001 0.22
H -1.85269 1.28862 2.97646 0.012 0.002 0.010 0.24
H -2.79489 2.76227 3.22301 -0.022 -0.019 -0.003 0.24
H -1.04897 2.86109 3.04883 0.002 0.030 -0.005 0.22
H -3.72531 0.53566 0.64174 0.030 -0.008 -0.018 0.25
H -4.13214 1.74276 -0.58137 0.021 -0.026 -0.026 0.23
H -4.60496 2.00105 1.08958 0.000 -0.011 0.005 0.24
H -1.45474 4.84952 0.40378 -0.020 -0.034 0.034 0.23
H -3.11750 4.80898 0.99841 -0.026 -0.019 0.007 0.24
H -2.76185 4.36708 -0.67037 0.011 0.030 0.005 0.24
O -0.70757 -1.16566 -1.05788 0.080 -0.025 0.023 -0.63
C 0.08568 -1.43288 -0.17488 -0.189 0.057 -0.067 0.77
O 0.80997 -0.61358 0.51681 0.155 0.185 0.030 -0.75
C 0.29430 -2.88133 0.22145 -0.012 0.008 -0.022 -0.07
C -0.44086 -3.86326 -0.42907 0.008 -0.004 0.009 -0.14
C -0.24846 -5.18499 -0.07577 -0.004 -0.009 0.011 0.01
C 0.64931 -5.57806 0.89851 0.002 0.036 -0.013 -0.16
C 1.36072 -4.57267 1.52182 0.012 -0.018 0.022 0.01
C 1.20200 -3.23558 1.20753 0.000 -0.022 0.017 -0.16
N 2.33506 -4.94607 2.56783 0.054 -0.018 0.036 0.53
O 2.46919 -6.12614 2.81486 -0.027 0.038 -0.017 -0.37
O 2.94412 -4.04768 3.11301 -0.035 -0.018 -0.029 -0.37
N -1.03024 -6.23178 -0.76719 0.006 -0.038 -0.051 0.53
O -1.81462 -5.87287 -1.61927 0.012 0.003 0.032 -0.36
O -0.83200 -7.38411 -0.44105 -0.009 0.032 0.011 -0.37
H -1.14778 -3.58453 -1.19676 0.001 -0.003 0.000 0.28
H 0.78777 -6.61570 1.15670 -0.004 -0.005 0.002 0.28
H 1.77325 -2.47963 1.72255 0.004 0.000 -0.007 0.27
```
Forces are in eV/Å.